1.
80
Properties=species:S:1:pos:R:3:mulliken_charge:R:1 method="wB97M-V/def2-TZVPD" homo_lumo_gap_ev=4.604 total_charge=+2
C 3.7056 -2.7012 3.2459 -0.18
C 3.9164 -1.9674 2.0585 0.50
C 4.5090 -2.6438 0.9769 -0.27
C 5.1533 -3.8523 1.2188 -0.43
N 5.0775 -4.4496 2.4106 -0.54
C 4.3843 -3.9142 3.4209 -0.42
C 3.3352 -0.6644 1.9262 0.06
C 2.8328 0.4556 1.7861 -0.73
C 2.1120 1.6452 1.5244 -0.20
C 0.7186 1.5642 1.3622 -0.42
C 0.1155 2.4537 0.4499 1.88
C 0.6842 3.7777 0.4989 -0.97
C 2.0435 3.9702 0.6987 -0.13
C 2.7471 2.8891 1.2401 -0.47
Be -1.1727 3.4799 1.3374 -0.22
P -0.7517 -1.1025 0.3362 1.48
H 4.4418 -2.3167 -0.0591 0.47
H 2.9829 -2.4150 4.0186 0.42
H 5.7768 -4.3363 0.4544 0.39
H 4.4017 -4.4364 4.3993 0.36
H 3.8289 2.9427 1.4731 0.54
H 0.1697 0.6295 1.4468 -0.17
H 2.6357 4.8253 0.3716 0.52
H -0.6814 1.9730 -0.2131 -0.20
C -2.3376 -1.8790 -0.1119 -0.73
C -2.2818 -3.3485 -0.5166 -1.44
H -2.7334 -1.2728 -0.9483 0.47
H -2.9942 -1.7283 0.7637 0.60
H -3.2936 -3.6157 -0.8526 0.47
H -1.5833 -3.5409 -1.3447 0.27
H -2.0146 -3.9962 0.3316 0.28
C 0.6246 -1.9229 -0.5228 0.06
C 1.0518 -3.2842 -0.0115 -1.42
H 1.4718 -1.2201 -0.4691 0.19
H 0.2980 -1.9778 -1.5720 0.06
H 1.8845 -3.6200 -0.6337 0.45
H 1.4185 -3.2655 1.0183 0.20
H 0.2638 -4.0365 -0.0977 0.26
C -0.4390 -1.5052 2.1300 -0.03
C -1.0115 -2.8030 2.6514 -1.55
H -0.8761 -0.6609 2.6877 0.23
H 0.6552 -1.4273 2.2438 -0.06
H -0.8053 -2.8115 3.7245 0.48
H -2.0965 -2.8675 2.5224 0.28
H -0.5405 -3.6846 2.2050 0.30
Br -0.5229 5.3491 -0.4038 -0.16
P -0.6715 0.9848 -2.8043 0.66
C -0.8385 -0.5022 -3.8064 -0.25
C -1.4346 -0.2699 -5.1781 -1.33
H -1.5052 -1.1546 -3.2184 0.16
H 0.1325 -1.0126 -3.8484 0.48
H -1.5821 -1.2333 -5.6720 0.43
H -2.4045 0.2271 -5.1204 0.27
H -0.7773 0.3387 -5.8011 0.28
C -1.7686 2.3483 -3.4180 -0.67
C -1.2364 3.3046 -4.4940 -1.30
H -2.0191 2.9583 -2.5279 0.36
H -2.7085 1.8779 -3.7531 0.49
H -2.0237 4.0420 -4.7305 0.43
H -0.3499 3.8567 -4.1406 0.26
H -0.9857 2.7753 -5.4264 0.21
C 1.0438 1.7157 -2.9272 -0.39
C 1.6688 1.5261 -4.3020 -1.31
H 1.6283 1.1746 -2.1602 0.30
H 1.0013 2.7781 -2.6053 0.28
H 2.6950 1.9068 -4.2725 0.43
H 1.7116 0.4722 -4.6055 0.28
H 1.1266 2.0864 -5.0715 0.24
C -3.2559 2.0525 5.0671 -0.80
N -3.0649 1.8862 3.6270 0.17
C -4.0659 1.5602 2.6881 -0.25
C -3.4836 1.7742 1.4742 -0.62
N -2.2420 2.3391 1.6509 0.78
C -1.9497 2.2831 2.9844 -0.54
H -3.8276 2.9960 5.2630 0.34
H -3.8368 1.1958 5.4617 0.33
H -2.2523 2.0951 5.5670 0.32
H -5.0425 1.2403 2.9634 0.54
H -3.8698 1.5125 0.5145 0.54
H -0.9163 2.1769 3.4453 0.37

***

2.
14
Properties=species:S:1:pos:R:3:mulliken_charge:R:1 method="wB97M-V/def2-TZVPD" homo_lumo_gap_ev="7.781 / 7.782" total_charge=+1
C -1.3372 -0.3552 -0.7495 -0.34
C -2.4311 -0.0734 -0.3367 0.47
C 0.9171 -0.0669 -0.4470 -0.41
C 2.1909 0.4801 -0.4960 -0.08
C -3.7907 0.1108 0.2531 -0.90
N 3.2618 -0.1620 0.2624 -0.31
H 2.2846 1.3970 -1.0394 0.39
H 0.9227 -1.0582 0.0724 0.15
H -4.0110 -0.9773 0.5410 0.25
H -4.4275 0.5842 -0.4243 0.30
H -3.8750 0.8763 1.0533 0.29
H 2.8061 -1.0343 0.6989 0.37
H 3.4161 0.6074 1.0144 0.42
H 4.0733 -0.3286 -0.4025 0.39

***

Listing energy above the lowest of the compared OMol25 structures with the same formula, charge and spin for the structures above in their given order: 761.9 859.9 kJ/mol.